A molecular structure, C57H131N4O12V at a distorted geometry. Source: the OMol25 dataset; level of theory: ωB97M-V with the def2-TZVPD basis set.

## Properties
Total charge   0
Gap between HOMO and LUMO (alpha / beta)   0.2872 / 0.3133 Eh
Spin multiplicity   3
Expectation value of S²   2.017

```
205
Properties=species:S:1:pos:R:3:lowdin_charge:R:1
V -0.32 -0.76 -4.05 1.206
C 3.50 1.74 -4.06 -0.076
C 2.71 0.72 -3.27 -0.394
O 1.39 0.51 -3.75 -0.350
H 4.41 1.96 -3.49 0.061
H 3.03 2.72 -4.15 0.060
H 3.73 1.35 -5.05 0.077
H 2.70 0.95 -2.20 0.066
H 3.21 -0.25 -3.30 0.086
C -0.91 0.29 -0.18 -0.066
C -0.30 -1.11 -0.65 -0.306
O -0.69 -1.44 -2.00 -0.367
H -0.70 1.10 -0.87 0.061
H -0.41 0.66 0.71 0.040
H -1.97 0.27 0.07 0.041
H -0.44 -1.88 0.11 0.073
H 0.76 -0.90 -0.73 0.080
C -2.17 1.02 -7.36 -0.093
C -0.88 0.21 -7.44 -0.362
O -0.59 -0.30 -6.13 -0.357
H -3.02 0.57 -6.83 0.056
H -2.49 1.16 -8.39 0.068
H -1.88 1.95 -6.87 0.064
H -0.07 0.67 -7.99 0.099
H -1.08 -0.58 -8.16 0.080
C -3.62 0.34 -2.59 -0.013
C -3.11 0.99 -3.92 -0.426
C -3.36 2.43 -4.07 -0.039
O -1.70 0.89 -3.72 -0.137
H -4.67 0.54 -2.37 0.079
H -3.07 0.73 -1.74 0.066
H -3.56 -0.75 -2.62 0.051
H -3.49 0.58 -4.85 0.115
H -2.81 3.04 -3.35 0.086
H -4.43 2.60 -3.98 0.099
H -3.03 2.70 -5.07 0.084
H -1.36 1.78 -3.89 0.054
C -2.26 -4.48 -5.24 -0.016
C -2.63 -2.96 -5.25 -0.445
C -4.14 -2.67 -5.21 -0.014
O -1.91 -2.24 -4.32 -0.128
H -1.30 -4.70 -5.72 0.068
H -3.03 -4.98 -5.83 0.075
H -2.38 -4.96 -4.27 0.079
H -2.27 -2.58 -6.21 0.133
H -4.31 -1.73 -4.67 0.067
H -4.61 -3.45 -4.62 0.066
H -4.68 -2.61 -6.15 0.084
H -2.23 -2.60 -3.48 0.053
C -5.04 -4.10 -1.27 -0.043
C -3.88 -3.16 -0.86 -0.413
C -3.13 -3.81 0.32 -0.056
O -2.87 -3.34 -1.86 -0.097
H -5.33 -3.88 -2.29 0.060
H -5.96 -4.00 -0.68 0.078
H -4.79 -5.16 -1.32 0.084
H -4.17 -2.12 -0.71 0.128
H -2.35 -3.10 0.58 0.055
H -2.69 -4.81 0.26 0.094
H -3.80 -3.74 1.17 0.075
H -2.09 -2.91 -1.48 0.042
C 1.38 -4.20 -3.12 -0.034
C 1.92 -3.09 -4.04 -0.450
C 2.93 -3.52 -5.02 -0.043
O 0.80 -2.48 -4.69 -0.109
H 0.72 -3.88 -2.31 0.073
H 2.16 -4.78 -2.62 0.066
H 0.79 -4.94 -3.66 0.081
H 2.39 -2.42 -3.32 0.131
H 3.26 -2.78 -5.75 0.096
H 2.63 -4.45 -5.50 0.093
H 3.88 -3.66 -4.50 0.091
H 0.53 -3.11 -5.36 0.109
C 1.24 3.93 -1.79 -0.069
C -0.12 3.92 -2.35 -0.454
C -0.51 5.40 -2.74 -0.035
O -0.10 3.15 -3.53 -0.057
H 2.06 4.31 -2.39 0.099
H 1.62 2.96 -1.45 0.070
H 1.27 4.48 -0.85 0.084
H -0.90 3.48 -1.72 0.120
H -0.67 6.09 -1.91 0.060
H -1.43 5.46 -3.33 0.067
H 0.14 5.94 -3.43 0.079
H 0.78 2.77 -3.47 0.051
C -2.64 7.09 0.91 -0.050
C -2.45 5.82 1.83 -0.411
C -1.31 5.02 1.08 -0.126
C -0.61 3.95 1.98 -0.166
C -0.05 4.61 3.23 -0.134
C -1.16 5.32 4.07 -0.444
N -1.99 6.25 3.21 -0.117
O -3.04 6.95 3.80 -0.015
C -2.00 4.33 4.90 -0.035
C -0.48 6.27 5.08 -0.051
C -3.81 4.98 1.82 -0.012
H -2.94 6.95 -0.13 0.077
H -1.82 7.81 0.81 0.075
H -3.37 7.70 1.44 0.066
H -1.57 4.62 0.10 0.092
H -0.53 5.70 0.74 0.099
H 0.18 3.39 1.48 0.085
H -1.33 3.20 2.33 0.092
H 0.73 5.32 2.95 0.119
H 0.45 3.84 3.82 0.108
H -1.43 3.51 5.34 0.077
H -2.47 4.77 5.78 0.082
H -2.75 3.69 4.42 0.049
H -1.11 6.47 5.95 0.070
H 0.30 5.70 5.59 0.084
H -0.15 7.25 4.77 0.086
H -4.52 5.60 2.36 0.071
H -3.73 4.02 2.32 0.051
H -4.19 4.86 0.81 0.077
H -2.66 7.82 3.91 0.106
C 3.27 1.62 3.31 -0.029
C 3.77 1.50 1.84 -0.466
C 3.37 2.76 1.06 -0.128
C 4.27 2.93 -0.23 -0.123
C 5.86 2.77 0.01 -0.099
C 6.26 1.58 0.90 -0.529
N 5.28 1.34 1.96 -0.062
O 5.60 0.16 2.78 -0.016
C 6.52 0.32 0.11 -0.037
C 7.54 2.15 1.53 -0.054
C 3.07 0.35 1.10 -0.025
H 3.83 2.38 3.85 0.088
H 2.23 1.93 3.36 0.062
H 3.24 0.70 3.89 0.077
H 2.33 2.80 0.75 0.077
H 3.34 3.62 1.73 0.113
H 4.07 2.20 -1.01 0.067
H 4.15 3.94 -0.63 0.098
H 6.27 3.71 0.39 0.105
H 6.18 2.59 -1.01 0.109
H 6.94 -0.52 0.66 0.082
H 7.30 0.51 -0.63 0.084
H 5.68 -0.05 -0.46 0.079
H 8.33 2.19 0.78 0.085
H 7.98 1.50 2.29 0.077
H 7.50 3.09 2.08 0.085
H 1.99 0.49 1.08 0.074
H 3.44 0.30 0.08 0.064
H 3.29 -0.62 1.55 0.068
H 5.32 -0.58 2.24 0.060
C -3.28 -1.91 6.04 -0.045
C -3.50 -0.70 5.10 -0.463
C -2.45 -0.94 3.96 -0.146
C -2.52 0.12 2.90 -0.197
C -3.87 -0.08 2.24 -0.157
C -5.06 0.05 3.20 -0.425
N -4.85 -0.82 4.45 -0.107
O -5.88 -0.78 5.38 -0.019
C -5.41 1.48 3.57 -0.034
C -6.24 -0.57 2.31 -0.028
C -3.18 0.65 5.81 -0.017
H -2.34 -2.01 6.59 0.082
H -3.48 -2.82 5.48 0.082
H -4.01 -1.82 6.85 0.072
H -1.46 -0.92 4.40 0.123
H -2.59 -1.88 3.43 0.118
H -1.65 0.01 2.25 0.082
H -2.39 1.15 3.24 0.093
H -3.82 -0.89 1.51 0.103
H -3.99 0.77 1.57 0.112
H -5.74 2.04 2.69 0.085
H -6.30 1.48 4.20 0.085
H -4.66 2.10 4.06 0.062
H -7.24 -0.38 2.70 0.075
H -6.14 -0.17 1.30 0.070
H -6.20 -1.63 2.08 0.070
H -2.80 1.50 5.24 0.042
H -2.58 0.51 6.71 0.081
H -4.15 0.91 6.22 0.081
H -6.14 -1.70 5.49 0.104
C 5.48 -5.76 3.58 -0.025
C 4.86 -5.42 2.15 -0.453
C 4.70 -6.83 1.45 -0.148
C 3.77 -6.84 0.21 -0.163
C 2.45 -5.99 0.46 -0.109
C 2.68 -4.54 1.11 -0.407
N 3.58 -4.69 2.30 -0.117
O 3.59 -3.55 3.17 -0.013
C 3.31 -3.64 -0.03 -0.029
C 1.25 -4.10 1.58 -0.036
C 5.86 -4.64 1.25 -0.034
H 4.81 -6.42 4.14 0.074
H 5.61 -4.83 4.13 0.070
H 6.43 -6.27 3.49 0.075
H 5.64 -7.34 1.23 0.115
H 4.37 -7.56 2.18 0.101
H 3.51 -7.84 -0.11 0.105
H 4.36 -6.33 -0.56 0.083
H 1.92 -6.69 1.10 0.109
H 1.92 -5.90 -0.48 0.096
H 3.84 -4.10 -0.87 0.068
H 2.42 -3.16 -0.44 0.056
H 3.82 -2.72 0.26 0.066
H 0.93 -4.78 2.37 0.086
H 1.14 -3.04 1.81 0.071
H 0.52 -4.19 0.77 0.066
H 5.55 -4.72 0.21 0.056
H 6.88 -4.97 1.43 0.083
H 5.83 -3.58 1.50 0.072
H 2.89 -3.77 3.79 0.096
```